Entry 1:
The following is a DFT calculation (wB97M-V/def2-TZVPD) of C23H21IInN3O6S as an isolated structure.

The energy above the lowest of the compared OMol25 structures with the same formula, charge and spin is 0.0 kcal/mol.

Last column: natural (NBO) charge in e.
Positions of all 56 atoms, in Å:
In 0.898 0.114 -1.803  0.8359
C 0.728 -4.408 2.649  -0.6662
C 1.785 -3.388 2.331  0.2154
N 3.036 -3.807 2.532  -0.3970
C 4.048 -2.965 2.404  0.0537
C 3.906 -1.622 2.101  -0.0756
C 5.127 -0.736 2.062  -0.0881
O 5.104 0.304 3.032  -0.7166
C 2.615 -1.165 1.821  -0.0653
C 2.492 0.277 1.505  0.1723
N 1.891 0.789 0.512  -0.5119
C 2.060 2.200 0.360  0.1532
C 3.334 2.757 0.301  -0.2542
C 3.498 4.118 0.103  -0.1847
C 2.387 4.935 -0.044  -0.2032
C 1.114 4.389 0.011  -0.2239
C 0.950 3.026 0.211  -0.2197
I -0.942 2.183 0.348  0.2549
C 1.573 -2.072 1.910  0.2843
O 0.299 -1.526 1.641  -0.3142
H 1.228 -5.219 3.172  0.2439
H 0.277 -4.806 1.739  0.2639
H -0.049 -3.995 3.294  0.2272
H 5.038 -3.377 2.581  0.1955
H 5.221 -0.237 1.096  0.1892
H 6.014 -1.363 2.184  0.1839
H 5.148 -0.090 3.909  0.4758
H 3.055 0.917 2.186  0.2167
H 4.197 2.110 0.397  0.2213
H 4.494 4.537 0.061  0.2218
H 2.507 5.997 -0.210  0.2235
H 0.242 5.019 -0.096  0.2317
C -3.853 -5.779 5.157  -0.6314
C -3.327 -4.446 4.701  0.0037
C -2.222 -3.863 5.320  -0.2298
C -1.713 -2.655 4.878  -0.1284
C -2.317 -2.010 3.806  -0.3838
C -3.426 -2.562 3.187  -0.1759
C -3.923 -3.777 3.637  -0.2190
S -1.619 -0.482 3.230  2.2555
O -2.364 -0.139 2.040  -0.9811
O -1.581 0.426 4.343  -0.9097
N -0.034 -0.722 3.003  -0.6236
C -0.664 -2.375 0.907  -0.1885
C 0.053 -2.915 -0.340  0.7588
O -0.009 -4.115 -0.547  -0.6307
O 0.676 -2.032 -1.022  -0.8969
H -3.513 -6.014 6.165  0.2174
H -3.508 -6.576 4.495  0.2259
H -4.943 -5.796 5.149  0.2214
H -1.755 -4.366 6.158  0.2130
H -0.850 -2.206 5.353  0.2313
H -3.891 -2.041 2.360  0.2415
H -4.790 -4.211 3.152  0.2151
H -1.455 -1.685 0.635  0.2495
H -1.038 -3.159 1.549  0.2225



Entry 2:
The following is a DFT calculation (wB97M-V/def2-TZVPD) of C23H22AuN6OSeSi as an isolated structure.

As for the spin multiplicity: 3. The energy above the lowest of the compared OMol25 structures with the same formula, charge and spin is 5.4 kcal/mol. Its total charge is -1.

Last column: natural (NBO) charge in e.
Positions of all 55 atoms, in Å:
Au 0.180 0.441 -1.114  1.3667
C -0.746 2.151 -3.843  -0.6502
C -1.455 2.602 -2.600  0.2704
C -2.506 3.496 -2.646  -0.3586
C -3.123 3.856 -1.446  -0.1368
C -2.716 3.339 -0.245  -0.3347
C -1.652 2.396 -0.199  0.4460
N -1.032 2.119 -1.423  -0.6105
N -1.214 1.701 0.814  -1.1268
Si -0.487 2.231 2.253  1.8170
C -1.694 2.456 3.688  -1.1272
C 0.780 0.959 2.784  -1.1315
C 0.366 3.884 1.972  -1.1327
H -0.392 3.012 -4.411  0.2229
H -1.424 1.581 -4.480  0.2287
H 0.110 1.524 -3.601  0.2331
H -2.842 3.902 -3.590  0.2094
H -3.956 4.550 -1.472  0.2036
H -3.219 3.585 0.681  0.2170
H -2.209 1.512 3.887  0.2287
H -2.456 3.202 3.445  0.2195
H -1.195 2.768 4.609  0.2191
H 0.298 -0.012 2.930  0.2343
H 1.263 1.244 3.723  0.2163
H 1.543 0.837 2.012  0.2500
H -0.359 4.665 1.725  0.2233
H 1.074 3.804 1.144  0.2450
H 0.916 4.204 2.860  0.2218
Se -0.314 -4.374 -2.645  0.7636
N -2.106 -4.254 -2.546  -0.6715
C -2.373 -3.007 -2.180  0.0674
C -3.666 -2.481 -2.044  -0.2367
C -3.789 -1.140 -1.698  -0.2863
C -2.676 -0.364 -1.470  0.0185
N -1.398 -0.823 -1.558  -0.5874
C -1.216 -2.136 -1.942  0.3134
N -0.041 -2.658 -2.164  -0.6885
H -4.521 -3.116 -2.226  0.2117
H -4.760 -0.677 -1.588  0.2117
H -2.804 0.659 -1.167  0.2098
O 1.684 1.640 -0.881  -0.5223
N 6.449 -6.145 2.920  -0.3480
C 5.744 -5.386 2.420  0.2973
C 4.866 -4.436 1.795  -0.2119
C 4.649 -3.193 2.390  -0.1646
C 3.809 -2.278 1.786  -0.2004
C 3.170 -2.587 0.581  0.0305
C 3.393 -3.838 -0.005  -0.2141
C 4.232 -4.756 0.595  -0.1507
C 2.288 -1.651 -0.039  -0.2154
C 1.463 -0.944 -0.563  -0.1898
H 5.142 -2.954 3.323  0.2206
H 3.630 -1.312 2.239  0.2292
H 2.888 -4.073 -0.932  0.2302
H 4.401 -5.724 0.143  0.2199



Entry 3:
The following is a DFT calculation (wB97M-V/def2-TZVPD) of C23H22CaCl4F2N4O3S as an isolated structure.

The energy above the lowest of the compared OMol25 structures with the same formula, charge and spin is 3.1 kcal/mol.

Last column: natural (NBO) charge in e.
Positions of all 60 atoms, in Å:
Ca 0.217 -0.858 0.939  1.7399
F -4.754 -1.996 -1.933  -0.3050
C -3.941 -0.963 -2.178  0.4582
C -3.148 -0.495 -1.172  -0.3532
C -2.324 0.584 -1.529  0.1632
C -2.315 1.151 -2.823  -0.1798
C -3.164 0.603 -3.793  0.4607
F -3.150 1.137 -5.022  -0.3095
C -3.978 -0.444 -3.494  -0.3809
C -1.357 2.185 -2.813  0.1577
C -0.845 3.120 -3.722  -0.1935
C 0.119 3.998 -3.303  -0.1894
C 0.588 3.975 -1.971  -0.2341
C 0.096 3.067 -1.086  0.0014
N -0.844 2.195 -1.539  -0.1094
H -3.151 -0.940 -0.186  0.2937
H -4.643 -0.877 -4.226  0.2549
H -1.224 3.129 -4.733  0.2465
H 0.520 4.723 -3.997  0.2332
H 1.335 4.679 -1.635  0.2421
H 0.352 2.948 -0.043  0.2674
N -0.211 -2.267 -1.144  -0.9150
C -0.126 -1.766 -2.523  -0.2170
C 1.194 -2.119 -3.187  -0.4009
C 2.442 -1.573 -2.491  -0.4206
C 2.416 -0.063 -2.239  -0.2170
N 1.927 0.226 -0.881  -0.9247
H 0.275 -3.156 -1.061  0.3779
H -1.173 -2.458 -0.879  0.4041
H -0.235 -0.678 -2.500  0.1748
H -0.943 -2.154 -3.141  0.1857
H 1.163 -1.736 -4.211  0.2062
H 1.272 -3.207 -3.272  0.2056
H 3.306 -1.821 -3.110  0.2160
H 2.606 -2.074 -1.533  0.2229
H 1.763 0.431 -2.967  0.1747
H 3.419 0.347 -2.387  0.1819
H 2.006 1.219 -0.687  0.3629
H 2.566 -0.225 -0.219  0.3987
Cl 1.778 1.132 2.307  -0.0789
C 3.063 0.299 3.189  0.0663
C 3.648 1.034 4.201  -0.2698
C 4.669 0.463 4.941  -0.2245
C 5.074 -0.827 4.648  -0.2221
C 4.463 -1.537 3.629  -0.0435
Cl 5.036 -3.146 3.332  0.0116
C 3.415 -1.016 2.840  -0.2426
S 2.691 -1.953 1.570  -0.5256
H 3.301 2.037 4.404  0.2246
H 5.142 1.017 5.740  0.2184
H 5.867 -1.303 5.207  0.2275
Cl -3.128 -2.029 4.861  0.0098
C -3.221 -2.169 3.112  -0.3100
Cl -4.520 -1.133 2.452  -0.0296
C -1.918 -1.769 2.403  0.7406
O -1.783 -2.231 1.232  -0.8351
O -1.102 -1.017 2.957  -0.7344
H -3.480 -3.190 2.859  0.2365
O -1.038 1.084 0.467  -0.6786
N -1.406 1.231 -0.777  0.1793